*a*
{"formula": "C2H5N3S2", "method": "ωB97M-V/def2-TZVPD", "elements": ["H", "N", "C", "N", "S", "C", "N", "S", "H", "H", "H", "H"], "coordinates": [[0.7308, 0.3907, 3.1824], [0.3027, -0.4457, 2.8086], [0.3836, -0.5452, 1.5575], [-0.1010, -1.7065, 0.9194], [0.9768, 0.8217, 0.4691], [-0.1100, 0.7309, -0.8769], [0.1411, 1.4553, -1.8911], [-0.9673, 1.3373, -3.2443], [-0.3596, -2.3435, 1.6454], [0.4066, -2.0890, 0.1288], [-0.8964, -0.0189, -0.7900], [-0.5072, 2.4129, -3.9088]], "charge": 0, "homo_energy_ev": -8.67, "lumo_energy_ev": 0.73}



*b*
{"formula": "C2H5N3S2", "method": "ωB97M-V/def2-TZVPD", "elements": ["C", "C", "N", "N", "N", "S", "S", "H", "H", "H", "H", "H"], "coordinates": [[1.9212, 0.3439, 0.9888], [-0.2918, -1.0661, -0.4918], [1.2993, 1.3895, 1.1960], [-1.0791, -0.1625, 0.2399], [-1.8600, 0.5251, -0.6044], [1.4446, -1.2749, 0.5565], [-0.0140, -0.8573, -2.1961], [2.9963, 0.4294, 1.2212], [-0.6504, -2.1714, -0.3505], [-2.4542, 1.2168, -0.2328], [-1.5819, 0.3116, -1.6595], [0.2701, 1.3159, 1.3327]], "charge": 0, "homo_energy_ev": [-8.31, -8.31], "lumo_energy_ev": [-2.17, -2.18]}



What should be chosen as the least stable of them? Choose *b*.



*a*
{"formula": "C14H34MnO18S4", "method": "ωB97M-V/def2-TZVPD", "elements": ["Mn", "O", "C", "O", "O", "H", "O", "C", "O", "O", "H", "O", "S", "O", "O", "C", "C", "C", "H", "H", "H", "H", "H", "H", "H", "H", "O", "S", "O", "O", "C", "C", "C", "H", "H", "H", "H", "H", "H", "H", "H", "O", "S", "O", "O", "C", "C", "C", "H", "H", "H", "H", "H", "H", "H", "H", "O", "S", "O", "O", "C", "C", "C", "H", "H", "H", "H", "H", "H", "H", "H"], "coordinates": [[0.5362, -0.4879, -0.5272], [3.7124, 1.7707, 0.2737], [2.7056, 0.9610, -0.0758], [1.9612, 1.1760, -1.0721], [2.4283, -0.0514, 0.6257], [4.1369, 1.3353, 1.0257], [2.7527, -3.7412, -1.5261], [1.9555, -2.6628, -1.3510], [1.1927, -2.6071, -0.3359], [1.9442, -1.7042, -2.1455], [2.5655, -4.2402, -0.7113], [-0.0886, -0.9470, 1.6829], [-0.2377, -0.8534, 3.1147], [-1.0946, 0.1645, 3.6738], [-0.7586, -2.2610, 3.6522], [-1.2950, -2.3768, 4.9884], [-1.3289, -3.8694, 5.2603], [1.3974, -0.6987, 3.8334], [-2.3051, -1.9691, 5.0237], [-0.6681, -1.7986, 5.6709], [-1.8676, -4.2905, 4.4109], [-1.8144, -4.0710, 6.2158], [-0.3653, -4.3757, 5.3040], [2.0074, -0.0954, 3.1630], [1.8397, -1.6828, 3.9644], [1.2809, -0.1849, 4.7861], [-0.2095, 0.1220, -2.4695], [-0.2044, 0.6864, -3.7928], [-1.1173, 0.2316, -4.8032], [-0.4875, 2.2837, -3.5511], [-0.4653, 3.1507, -4.6781], [0.7168, 4.0923, -4.6306], [1.5041, 0.7521, -4.3840], [-1.3660, 3.7726, -4.6562], [-0.5873, 2.6692, -5.6529], [0.5026, 4.9774, -5.2369], [1.6877, 3.6729, -4.8831], [0.8195, 4.5508, -3.6423], [2.0953, 1.1032, -3.5397], [1.4838, 1.4689, -5.1985], [1.8293, -0.2343, -4.7008], [-0.5894, 1.1199, 0.1733], [-0.6510, 2.3890, 0.8501], [-1.8390, 2.8951, 1.4596], [0.4736, 2.2454, 1.9940], [0.5632, 3.2530, 3.0172], [2.0498, 3.5908, 3.1611], [0.0716, 3.6332, -0.2018], [0.1629, 2.8543, 3.9476], [-0.0108, 4.1146, 2.6754], [2.4731, 3.6894, 2.1610], [2.5713, 2.8128, 3.7158], [2.2123, 4.5479, 3.6584], [1.0689, 3.3092, -0.4885], [0.1906, 4.5505, 0.3844], [-0.6484, 3.9171, -0.9655], [-1.4227, -1.5889, -0.5719], [-2.8248, -1.8032, -0.7344], [-3.6606, -0.8620, -1.4142], [-3.0125, -3.2063, -1.5015], [-1.8024, -3.9125, -1.8877], [-1.2224, -3.3348, -3.1681], [-3.5268, -2.2289, 0.8622], [-2.1858, -4.9227, -2.0613], [-1.0921, -4.0792, -1.0760], [-0.1817, -3.0495, -2.9955], [-1.7733, -2.4841, -3.5559], [-1.1985, -4.1202, -3.9257], [-3.1766, -3.2262, 1.1247], [-4.5905, -2.3590, 0.6704], [-3.2225, -1.4824, 1.5879]], "spin_multiplicity": 6, "charge": 0, "homo_energy_ev": [-8.05, -8.55], "lumo_energy_ev": [0.28, 0.28]}



*b*
{"formula": "C14H34MnO18S4", "method": "ωB97M-V/def2-TZVPD", "elements": ["Mn", "O", "C", "O", "O", "H", "O", "C", "O", "O", "H", "O", "S", "O", "O", "C", "C", "C", "H", "H", "H", "H", "H", "H", "H", "H", "O", "S", "O", "O", "C", "C", "C", "H", "H", "H", "H", "H", "H", "H", "H", "O", "S", "O", "O", "C", "C", "C", "H", "H", "H", "H", "H", "H", "H", "H", "O", "S", "O", "O", "C", "C", "C", "H", "H", "H", "H", "H", "H", "H", "H"], "coordinates": [[2.3251, -1.3749, -2.2060], [1.0645, 0.9891, 0.7679], [1.4381, 0.2219, -0.2507], [1.6964, 0.6205, -1.3713], [1.8338, -0.9336, -0.0275], [1.2035, 0.4907, 1.5765], [0.3090, -4.5545, -1.2465], [0.9498, -3.5248, -1.8091], [2.1961, -3.4487, -1.9221], [0.4147, -2.4689, -2.1598], [-0.6210, -4.4465, -1.0342], [0.1705, 1.3514, -5.0577], [1.5913, 0.8851, -4.9293], [1.9577, -0.1424, -3.9383], [2.2754, 0.5919, -6.4182], [1.7989, 1.2188, -7.5581], [2.9083, 1.2357, -8.6771], [2.5747, 2.4091, -4.4702], [1.5423, 2.2446, -7.2934], [0.9087, 0.7187, -7.9394], [3.2900, 0.2286, -8.8451], [3.6737, 1.9056, -8.2853], [2.6230, 1.6106, -9.6600], [3.3382, 2.0352, -3.7879], [1.9650, 3.2021, -4.0373], [3.1547, 2.7341, -5.3340], [3.0436, -1.2294, 8.8184], [1.9729, -1.6568, 7.9545], [0.6055, -1.5084, 8.3644], [2.0844, -0.9991, 6.4560], [1.1596, 0.1468, 6.1086], [1.6150, 0.6717, 4.7312], [2.0809, -3.4863, 7.4214], [1.0707, 0.8775, 6.9125], [0.1708, -0.2981, 5.9975], [1.0332, 1.5215, 4.3741], [1.6000, -0.1812, 4.0527], [2.6650, 0.9496, 4.8226], [1.8576, -3.6218, 6.3631], [1.3259, -3.9689, 8.0421], [3.0652, -3.9393, 7.5403], [-2.7854, -1.7841, 2.0942], [-2.5555, -0.9109, 3.2394], [-3.5174, -0.6447, 4.3036], [-1.0521, -1.3122, 3.9988], [-0.9499, -2.4767, 4.7180], [-0.0543, -3.4517, 3.8905], [-2.1215, 0.7804, 2.4915], [-1.9944, -2.7440, 4.8783], [-0.5454, -2.4560, 5.7300], [0.0998, -4.3439, 4.4974], [0.8890, -3.0267, 3.5476], [-0.5399, -3.6608, 2.9373], [-3.0865, 1.0327, 2.0521], [-1.3109, 0.8987, 1.7723], [-1.9314, 1.3909, 3.3743], [-2.0483, 3.3830, -1.9370], [-2.7341, 2.1161, -1.7114], [-3.0581, 1.6195, -0.3672], [-4.1760, 2.0641, -2.6687], [-4.7280, 3.2155, -3.2262], [-4.1360, 3.4223, -4.5409], [-1.9326, 0.6371, -2.5429], [-4.5261, 4.0553, -2.5613], [-5.8159, 3.1780, -3.2837], [-4.3671, 2.6239, -5.2461], [-3.0542, 3.5527, -4.5162], [-4.3360, 4.4214, -4.9280], [-2.3947, 0.8387, -3.5092], [-2.3212, -0.2403, -2.0260], [-0.8485, 0.7444, -2.5058]], "spin_multiplicity": 6, "charge": 0, "homo_energy_ev": [-9.19, -9.71], "lumo_energy_ev": [-0.42, -0.70]}



What should be chosen as the least stable of them? Choose *b*.



*a*
{"formula": "C6H6FOP", "method": "ωB97M-V/def2-TZVPD", "elements": ["C", "C", "C", "C", "C", "C", "O", "F", "P", "H", "H", "H", "H", "H", "H"], "coordinates": [[2.0679, -0.5029, -0.2592], [1.3942, 0.3685, -1.1369], [1.4289, -1.1685, 0.7914], [0.0056, 0.4215, -1.0269], [0.0742, -1.1497, 0.8217], [-0.6853, -0.3922, -0.1097], [-2.2959, 2.5933, 0.9148], [-3.1760, -1.1558, 0.8028], [-2.4471, -0.1485, -0.3295], [3.1615, -0.5666, -0.3372], [1.9124, 0.7272, -2.0411], [2.1203, -1.6537, 1.5982], [-0.6788, 1.0582, -1.6442], [-0.4096, -1.8246, 1.5110], [-2.4724, 3.3939, 0.4449]], "charge": 0, "homo_energy_ev": [-8.18, -8.18], "lumo_energy_ev": [-2.43, -2.43]}



*b*
{"formula": "C6H6FOP", "method": "ωB97M-V/def2-TZVPD", "elements": ["O", "P", "F", "C", "C", "C", "C", "C", "C", "H", "H", "H", "H", "H", "H"], "coordinates": [[-1.4298, 3.2135, 0.1154], [-0.6123, 2.3731, 1.4674], [0.7981, 3.1235, 1.3009], [-0.1420, 0.8053, 0.6962], [-0.0035, -0.2903, 1.5703], [0.2777, -1.4793, 1.0404], [0.4068, -1.6889, -0.3381], [0.2832, -0.6201, -1.1643], [-0.0859, 0.5791, -0.6947], [-2.1220, 2.5571, 0.0357], [-0.1324, -0.0812, 2.6116], [0.1573, -2.3168, 1.6910], [0.7515, -2.6038, -0.8451], [0.3016, -0.8005, -2.2104], [-0.3391, 1.3298, -1.4534]], "charge": 0, "homo_energy_ev": -9.50, "lumo_energy_ev": 0.22}



What should be chosen as the least stable of them? Choose *a*.



*a*
{"formula": "CH4N3", "method": "ωB97M-V/def2-TZVPD", "elements": ["C", "N", "N", "N", "H", "H", "H", "H"], "coordinates": [[-0.0902, -0.2457, 0.4397], [1.8649, 1.7452, 0.4389], [1.7401, 0.6248, 0.5271], [-0.5858, -0.8275, -0.5623], [-0.5571, -0.3139, 1.4154], [1.3307, 2.5989, 0.2969], [-1.4466, -1.3826, -0.5174], [-0.1515, -0.7907, -1.4838]], "charge": 1, "homo_energy_ev": -14.11, "lumo_energy_ev": -4.76}



*b*
{"formula": "CH4N3", "method": "ωB97M-V/def2-TZVPD", "elements": ["C", "N", "N", "N", "H", "H", "H", "H"], "coordinates": [[0.5875, 0.3231, 0.5574], [-2.1579, 1.8300, 0.5273], [-1.2010, 1.2497, 0.4424], [0.4586, -0.8888, -0.3231], [1.1079, 1.0903, 0.0827], [0.9217, -1.0188, -1.2275], [-0.5264, -1.1929, -0.5384], [0.8096, -1.3925, 0.4792]], "charge": 1, "homo_energy_ev": -15.17, "lumo_energy_ev": -5.60}



*c*
{"formula": "CH4N3", "method": "ωB97M-V/def2-TZVPD", "elements": ["C", "N", "N", "N", "H", "H", "H", "H"], "coordinates": [[0.5904, -0.4208, -0.3148], [-0.7954, -0.2258, -0.1210], [-2.0061, 0.1335, -0.4752], [1.6216, 0.3302, -0.1363], [-0.9143, -0.9721, 0.7245], [-2.6081, -0.0332, 0.2467], [2.5103, -0.0001, -0.2500], [1.6016, 1.1882, 0.3261]], "charge": 1, "homo_energy_ev": [-15.33, -15.20], "lumo_energy_ev": [-6.44, -6.63]}



What should be chosen as the least stable of them? Choose *c*.



*a*
{"formula": "CH4N3", "method": "ωB97M-V/def2-TZVPD", "elements": ["C", "N", "N", "N", "H", "H", "H", "H"], "coordinates": [[0.7267, 1.0309, -0.0254], [-0.8875, -2.3565, -0.1279], [-0.2023, -1.3990, -0.3010], [0.5096, 2.0465, 0.6279], [-0.9724, -2.9998, -0.9010], [-0.0248, -1.1808, -1.2791], [0.8591, 2.0439, 1.6683], [-0.0084, 2.8149, 0.3382]], "charge": 1, "homo_energy_ev": [-13.17, -13.16], "lumo_energy_ev": [-7.72, -7.72]}



*b*
{"formula": "CH4N3", "method": "ωB97M-V/def2-TZVPD", "elements": ["C", "N", "N", "N", "H", "H", "H", "H"], "coordinates": [[-0.3890, -0.4689, -0.2315], [2.8137, 0.1928, -0.0216], [1.7714, -0.1228, 0.0978], [-1.1523, 0.4516, 0.1733], [0.2156, -1.0917, 0.4953], [-0.1549, -0.5600, -1.2132], [-1.3931, 0.5336, 1.1270], [-1.7114, 1.0654, -0.4271]], "charge": 1, "homo_energy_ev": -18.73, "lumo_energy_ev": -5.29}



What should be chosen as the least stable of them? Choose *a*.



*a*
{"formula": "CH4N3", "method": "ωB97M-V/def2-TZVPD", "elements": ["N", "C", "N", "N", "H", "H", "H", "H"], "coordinates": [[-2.1974, 0.0724, 0.8715], [-0.9371, -0.2625, 0.6105], [0.4378, -0.6575, 0.4210], [1.2014, -0.0863, -0.5925], [-2.6422, 0.5511, 1.5874], [0.7301, 0.1563, -1.5195], [1.9812, -0.7155, -0.7817], [1.4262, 0.9420, -0.5967]], "charge": 1, "homo_energy_ev": -15.55, "lumo_energy_ev": -5.16}



*b*
{"formula": "CH4N3", "method": "ωB97M-V/def2-TZVPD", "elements": ["H", "N", "C", "N", "N", "H", "H", "H"], "coordinates": [[0.8804, 0.9881, 0.3016], [0.2418, 1.2258, 1.0422], [-0.7225, 0.4587, 0.7655], [-0.6910, -0.3198, -0.3429], [0.3183, -0.6597, -0.9888], [-1.5755, 0.3703, 1.4117], [1.3212, -0.7443, -0.5260], [0.2274, -1.3192, -1.6633]], "charge": 1, "homo_energy_ev": -17.20, "lumo_energy_ev": -8.36}



What should be chosen as the least stable of them? Choose *a*.